Entry 1:
Molecular formula: C3H12N3O
Method: DFT, ωB97M-V/def2-TZVPD

Properties
Net charge ... +1
M ... 106.1 g mol⁻¹
Energy ... -360.807659 hartree
Highest occupied orbital energy ... -0.535 hartree
Gap between HOMO and LUMO ... 0.4275 Ha

Last columns: bonded neighbours and bond lengths (Å).
Geometry (Å):
1 C -2.1248 -0.1306 0.9520  C2 1.529, H7 1.087, H8 1.090, H9 1.089
2 C -0.8184 0.6280 1.1875  C1 1.529, N3 1.473, H10 1.088, H11 1.080
3 N 0.1610 0.4368 0.1046  C2 1.473, C4 1.309, H12 1.027
4 C 1.1805 -0.3814 0.1770  N3 1.309, N5 1.327, N6 1.381
5 N 1.9382 -0.5677 -0.8962  C4 1.327, H13 1.013, H14 1.008
6 N 1.6050 -0.9604 1.3570  C4 1.381, H15 1.011, H16 1.011
7 H -2.9357 0.5168 1.2770  C1 1.087
8 H -2.1834 -1.0844 1.4771  C1 1.090
9 H -2.2786 -0.2844 -0.1147  C1 1.089
10 H -0.9667 1.7002 1.2968  C2 1.088
11 H -0.3716 0.3406 2.1279  C2 1.080
12 H -0.1984 0.7660 -0.7991  N3 1.027
13 H 1.6059 -0.2566 -1.8008  N5 1.013
14 H 2.6464 -1.2851 -0.8713  N5 1.008
15 H 1.0934 -1.7230 1.7808  N6 1.011
16 H 1.8869 -0.2733 2.0430  N6 1.011
17 H -0.5376 0.2111 -3.1240  O19 0.966
18 H 0.2796 1.4587 -3.4575  O19 0.970
19 O 0.0183 0.8886 -2.7170  H17 0.966, H18 0.970



Entry 2:
Molecular formula: C36H88Br4O16
Method: DFT, ωB97M-V/def2-TZVPD

Properties
Net charge ... 0
SMILES ... BrCCBr.BrCCBr.COCCOC.COCCOC.COCCOC.COCCOC.COCCOC.COCCOC.COCCOC.COCCOC
M ... 1096.7 g mol⁻¹
Energy ... -12923.914741 hartree
Highest occupied orbital energy ... -0.347 hartree
Gap between HOMO and LUMO ... 0.3662 Ha

Last columns: bonded neighbours and bond lengths (Å).
Geometry (Å):
1 Br 11.4111 11.9023 15.0475  C2 1.953
2 C 11.7626 13.7649 14.5778  Br1 1.953, C3 1.513, H5 1.071, H6 1.062
3 C 10.5601 14.6381 14.8614  C2 1.513, Br4 1.944, H7 1.069, H8 1.080
4 Br 10.8700 16.5168 14.4673  C3 1.944
5 H 12.1190 13.8102 13.5686  C2 1.071
6 H 12.6546 13.9989 15.1045  C2 1.062
7 H 10.3284 14.6105 15.9043  C3 1.069
8 H 9.7486 14.4208 14.1828  C3 1.080
9 Br 19.0780 18.3728 11.1218  C10 1.928
10 C 19.6747 16.6187 11.6538  Br9 1.928, C11 1.511, H13 1.075, H14 1.074
11 C 20.9974 16.7739 12.3678  C10 1.511, Br12 1.938, H15 1.071, H16 1.075
12 Br 21.7142 14.9933 12.6381  C11 1.938
13 H 19.6453 15.9772 10.7918  C10 1.075
14 H 18.8944 16.1977 12.2605  C10 1.074
15 H 21.0109 17.2017 13.3490  C11 1.071
16 H 21.6980 17.1562 11.6481  C11 1.075
17 C 19.8985 16.6125 18.1424  O18 1.467, H23 1.082, H24 1.089, H25 1.074
18 O 20.2222 16.9884 16.7613  C17 1.467, C19 1.430
19 C 21.0833 18.1204 16.6165  O18 1.430, C20 1.500, H26 1.113, H27 1.100
20 C 22.5026 17.6403 16.6856  C19 1.500, O21 1.416, H28 1.089, H29 1.092
21 O 22.8123 16.9142 15.5101  C20 1.416, C22 1.450
22 C 24.0178 16.1124 15.5955  O21 1.450, H30 1.079, H31 1.077, H32 1.074
23 H 19.2909 15.7260 18.0151  C17 1.082
24 H 19.3206 17.3486 18.6987  C17 1.089
25 H 20.8421 16.4449 18.6260  C17 1.074
26 H 20.8841 18.9549 17.3259  C19 1.113
27 H 20.8478 18.5578 15.6349  C19 1.100
28 H 22.6015 17.0714 17.6087  C20 1.089
29 H 23.1790 18.4808 16.8546  C20 1.092
30 H 24.0573 15.4160 16.4192  C22 1.079
31 H 24.8720 16.7676 15.5778  C22 1.077
32 H 24.1112 15.4145 14.7839  C22 1.074
33 C 12.9828 9.0564 12.4967  O34 1.444, H39 1.078, H40 1.090, H41 1.086
34 O 12.9247 8.9412 11.0580  C33 1.444, C35 1.430
35 C 12.2605 10.0104 10.3803  O34 1.430, C36 1.470, H42 1.101, H43 1.089
36 C 10.7948 9.8958 10.4008  C35 1.470, O37 1.444, H44 1.086, H45 1.092
37 O 10.2905 10.1471 11.7304  C36 1.444, C38 1.450
38 C 8.9315 9.6681 11.8946  O37 1.450, H46 1.096, H47 1.080, H48 1.083
39 H 13.3186 8.1219 12.9151  C33 1.078
40 H 11.9929 9.1904 12.9331  C33 1.090
41 H 13.6365 9.8949 12.7176  C33 1.086
42 H 12.5117 9.9370 9.3108  C35 1.101
43 H 12.5557 11.0152 10.6772  C35 1.089
44 H 10.5545 8.8694 10.1389  C36 1.086
45 H 10.3561 10.6063 9.6978  C36 1.092
46 H 8.2654 10.2042 11.2093  C38 1.096
47 H 8.6776 9.7896 12.9375  C38 1.080
48 H 8.9844 8.5959 11.7546  C38 1.083
49 C 16.1218 8.9730 10.8876  O50 1.416, H55 1.105, H56 1.082, H57 1.090
50 O 17.5214 9.0547 10.6876  C49 1.416, C51 1.384
51 C 17.9140 8.3187 9.5833  O50 1.384, C52 1.477, H58 1.106, H59 1.098
52 C 19.3004 8.6857 9.2313  C51 1.477, O53 1.525, H60 1.081, H61 1.087
53 O 19.6183 7.8431 8.0002  C52 1.525, C54 1.404
54 C 20.9056 8.1483 7.5305  O53 1.404, H62 1.099, H63 1.120, H64 1.083
55 H 15.5316 9.1915 9.9794  C49 1.105
56 H 15.7487 9.7146 11.5821  C49 1.082
57 H 15.9070 7.9531 11.2067  C49 1.090
58 H 17.2203 8.5332 8.7494  C51 1.106
59 H 17.8822 7.2336 9.7468  C51 1.098
60 H 20.0312 8.4137 9.9807  C52 1.081
61 H 19.3487 9.7304 8.9343  C52 1.087
62 H 21.7073 7.9070 8.2421  C54 1.099
63 H 21.1970 9.1605 7.1498  C54 1.120
64 H 21.0636 7.5792 6.6226  C54 1.083
65 C 16.2960 17.7722 15.2107  O66 1.448, H71 1.075, H72 1.088, H73 1.077
66 O 16.4014 17.3810 13.8204  C65 1.448, C67 1.441
67 C 15.2835 17.8093 13.0189  O66 1.441, C68 1.502, H74 1.098, H75 1.093
68 C 15.4354 19.2328 12.5636  C67 1.502, O69 1.380, H76 1.094, H77 1.076
69 O 15.1797 20.1083 13.5985  C68 1.380, C70 1.413
70 C 15.4638 21.4484 13.2504  O69 1.413, H78 1.084, H79 1.078, H80 1.097
71 H 17.0832 17.3137 15.7818  C65 1.075
72 H 15.3983 17.5773 15.7942  C65 1.088
73 H 16.4758 18.8243 15.3580  C65 1.077
74 H 14.3159 17.7293 13.5315  C67 1.098
75 H 15.2481 17.1625 12.1390  C67 1.093
76 H 14.7756 19.3456 11.6988  C68 1.094
77 H 16.3758 19.4057 12.0701  C68 1.076
78 H 16.5311 21.6322 13.2056  C70 1.084
79 H 15.0005 22.0710 13.9988  C70 1.078
80 H 14.9997 21.7483 12.3026  C70 1.097
81 C 15.1395 11.5796 7.6525  O82 1.377, H87 1.117, H88 1.100, H89 1.088
82 O 16.2709 12.3465 7.8213  C81 1.377, C83 1.452
83 C 16.9430 11.9155 9.0341  O82 1.452, C84 1.524, H90 1.097, H91 1.097
84 C 18.0914 12.8383 9.4248  C83 1.524, O85 1.378, H92 1.093, H93 1.102
85 O 17.7674 13.8889 10.2562  C84 1.378, C86 1.426
86 C 16.8544 14.7870 9.6286  O85 1.426, H94 1.095, H95 1.088, H96 1.079
87 H 14.4687 11.5652 8.5461  C81 1.117
88 H 15.2939 10.5461 7.3088  C81 1.100
89 H 14.5096 12.0757 6.9167  C81 1.088
90 H 17.2769 10.8721 8.9758  C83 1.097
91 H 16.2321 11.9079 9.8700  C83 1.097
92 H 18.6949 13.1803 8.5806  C84 1.093
93 H 18.7855 12.2267 10.0243  C84 1.102
94 H 16.7568 15.5693 10.3883  C86 1.095
95 H 15.8378 14.4105 9.5412  C86 1.088
96 H 17.3009 15.2056 8.7403  C86 1.079
97 C 20.4515 10.1388 12.2811  O98 1.455, H103 1.077, H104 1.099, H105 1.094
98 O 21.6412 9.4129 11.8627  C97 1.455, C99 1.432
99 C 22.4158 10.2415 10.9883  O98 1.432, C100 1.494, H106 1.110, H107 1.083
100 C 22.9243 11.4892 11.6344  C99 1.494, O101 1.415, H108 1.075, H109 1.089
101 O 23.8254 11.1187 12.6600  C100 1.415, C102 1.413
102 C 24.2591 12.1720 13.4963  O101 1.413, H110 1.075, H111 1.100, H112 1.091
103 H 19.7837 9.3684 12.6289  C97 1.077
104 H 19.9848 10.5681 11.3837  C97 1.099
105 H 20.5923 10.9242 13.0296  C97 1.094
106 H 21.7864 10.4790 10.1058  C99 1.110
107 H 23.2430 9.6403 10.6326  C99 1.083
108 H 22.1332 11.9785 12.1729  C100 1.075
109 H 23.4322 12.0732 10.8687  C100 1.089
110 H 24.8885 11.7419 14.2542  C102 1.075
111 H 23.3860 12.6630 13.9507  C102 1.100
112 H 24.9657 12.8919 13.0796  C102 1.091
113 C 18.1749 14.6082 15.2030  O114 1.406, H119 1.095, H120 1.093, H121 1.086
114 O 17.4009 13.5437 14.7093  C113 1.406, C115 1.414
115 C 17.5838 13.2707 13.3342  O114 1.414, C116 1.529, H122 1.098, H123 1.091
116 C 16.8700 11.9712 12.9616  C115 1.529, O117 1.395, H124 1.102, H125 1.085
117 O 15.6264 12.1549 12.3570  C116 1.395, C118 1.433
118 C 14.5892 12.7546 13.1435  O117 1.433, H126 1.076, H127 1.100, H128 1.092
119 H 17.8999 15.5183 14.6607  C113 1.095
120 H 19.2508 14.4177 15.1646  C113 1.093
121 H 17.8010 14.7076 16.2183  C113 1.086
122 H 18.6675 13.2390 13.1582  C115 1.098
123 H 17.2150 14.0884 12.7129  C115 1.091
124 H 16.8427 11.2434 13.7883  C116 1.102
125 H 17.4426 11.3035 12.3262  C116 1.085
126 H 13.6564 12.4894 12.6763  C118 1.076
127 H 14.7953 13.8349 13.1079  C118 1.100
128 H 14.7352 12.4097 14.1696  C118 1.092
129 C 16.1833 15.6664 18.6748  O130 1.408, H135 1.086, H136 1.082, H137 1.089
130 O 15.8876 14.5106 19.4223  C129 1.408, C131 1.411
131 C 16.1929 13.3111 18.7455  O130 1.411, C132 1.534, H138 1.088, H139 1.096
132 C 15.4754 13.1396 17.4004  C131 1.534, O133 1.396, H140 1.124, H141 1.087
133 O 14.0925 12.9808 17.5103  C132 1.396, C134 1.405
134 C 13.6585 11.8275 18.1858  O133 1.405, H142 1.097, H143 1.091, H144 1.091
135 H 17.2273 15.7980 18.4056  C129 1.086
136 H 16.0353 16.5193 19.3237  C129 1.082
137 H 15.7113 15.7413 17.6960  C129 1.089
138 H 15.9075 12.4851 19.3941  C131 1.088
139 H 17.2611 13.1362 18.5745  C131 1.096
140 H 15.9122 12.2315 16.9013  C132 1.124
141 H 15.7301 13.9119 16.6799  C132 1.087
142 H 12.5622 11.8031 18.1706  C134 1.097
143 H 14.0183 11.8399 19.2153  C134 1.091
144 H 14.0967 10.9872 17.6458  C134 1.091



Entry 3:
Molecular formula: C5H6N2O2
Method: DFT, ωB97M-V/def2-TZVPD

Properties
Net charge ... 0
M ... 126.1 g mol⁻¹
Energy ... -453.861626 hartree
Highest occupied orbital energy ... -0.384 hartree
Gap between HOMO and LUMO ... 0.3589 Ha

Last columns: bonded neighbours and bond lengths (Å).
Geometry (Å):
1 C 2.1727 -1.8678 -0.5856  C3 1.368, N6 1.152
2 C -0.2199 -0.3284 -0.5458  C4 1.413, H10 1.168
3 C 0.9059 -1.9664 -1.0927  C1 1.368, H11 1.106, H12 1.089
4 C -0.5185 0.8185 0.2234  C2 1.413, C5 1.463, N7 1.436
5 C 0.0707 1.2159 1.5016  C4 1.463, H13 1.084, H14 1.033, H15 1.067
6 N 3.2378 -1.7443 -0.1649  C1 1.152
7 N -1.7110 1.5157 -0.1685  C4 1.436, O8 1.220, O9 1.187
8 O -1.9479 2.6638 0.1677  N7 1.220
9 O -2.4344 0.9527 -0.9225  N7 1.187
10 H -1.0203 -0.3815 -1.3942  C2 1.168
11 H 0.2380 -2.6539 -0.5410  C3 1.106
12 H 0.7541 -2.0499 -2.1678  C3 1.089
13 H -0.7100 1.3509 2.2416  C5 1.084
14 H 0.6621 2.0563 1.3997  C5 1.033
15 H 0.5205 0.4187 2.0491  C5 1.067



Entry 4:
Molecular formula: C7H10
Method: DFT, ωB97M-V/def2-TZVPD

Properties
Net charge ... 0
SMILES ... C1C[C@H]2[C@@H]1[C@H]1C[C@@H]21
M ... 94.2 g mol⁻¹
Energy ... -272.563081 hartree
Highest occupied orbital energy ... -0.308 hartree
Gap between HOMO and LUMO ... 0.3526 Ha

Last columns: bonded neighbours and bond lengths (Å).
Geometry (Å):
1 C -1.3987 0.8169 0.3473  C2 1.554, C4 1.545, H8 1.094, H9 1.093
2 C -1.4842 -0.6755 -0.0786  C1 1.554, C3 1.557, H10 1.093, H11 1.096
3 C -0.1930 -0.5083 -0.9325  C2 1.557, C4 1.551, C7 1.558, H12 1.091
4 C -0.1450 0.9908 -0.5387  C1 1.545, C3 1.551, C5 1.525, H13 1.092
5 C 1.2202 0.7263 0.0878  C4 1.525, C6 1.492, C7 1.479, H14 1.083
6 C 1.2733 -0.2650 1.2019  C5 1.492, C7 1.605, H15 1.085, H16 1.086
7 C 1.2395 -0.6881 -0.3455  C3 1.558, C5 1.479, C6 1.605, H17 1.075
8 H -2.2513 1.4216 0.0241  C1 1.094
9 H -1.2274 0.9795 1.4150  C1 1.093
10 H -1.4417 -1.4099 0.7304  C2 1.093
11 H -2.3648 -0.8992 -0.6913  C2 1.096
12 H -0.2446 -0.8170 -1.9777  C3 1.091
13 H -0.1389 1.7866 -1.2871  C4 1.092
14 H 2.0963 1.3465 -0.0576  C5 1.083
15 H 2.2657 -0.3410 1.6333  C6 1.085
16 H 0.6691 -1.1673 1.1977  C6 1.086
17 H 2.0246 -1.3002 -0.7522  C7 1.075